55
Properties=species:S:1:pos:R:3 method="wB97M-V/def2-TZVPD" lumo_ev=0.091 orbital_gap_ev=8.05 smiles="[PH4]CCCSC(=S)N1CCOCC1.COCCNCCOC" homo_ev=-7.95
H 2.439 -6.621 0.216
H 2.044 -6.112 -2.939
N 0.284 4.397 1.600
O -0.687 -1.963 0.473
H 3.139 -5.564 -1.020
C 0.937 3.268 1.137
O 1.086 -5.877 -1.111
S 1.382 2.097 2.177
C 1.057 1.409 -0.956
H -0.360 -0.006 -1.606
C -2.131 4.991 1.322
H -1.183 2.067 0.082
C -1.508 1.670 -0.882
H -0.654 -3.389 -1.054
C 2.153 -4.547 0.607
H 1.342 -4.500 -2.664
C -1.092 4.177 2.085
C 1.207 -5.573 -2.485
H -1.336 3.120 2.081
S 1.324 3.159 -0.599
H -3.771 -0.722 -0.108
H -1.977 2.467 -1.456
H -1.147 4.499 3.128
P -2.811 0.331 -0.447
H 2.519 -2.031 1.517
H -2.250 0.199 0.848
H 1.385 5.589 0.298
H 3.020 -4.547 1.275
C -1.161 -3.163 -0.111
H -2.274 5.974 1.784
O -1.872 5.106 -0.053
H 0.350 -1.208 2.021
H 1.428 -3.346 -0.850
C 1.763 -2.127 0.732
C 2.279 -5.704 -0.358
H -3.877 1.260 -0.573
H 1.848 -1.237 0.105
H -3.082 4.468 1.409
H -2.221 -3.023 -0.328
H 1.258 -4.727 1.219
H 0.401 6.468 1.428
H -0.268 1.436 -2.634
H -1.051 -4.012 0.567
H 0.218 -2.960 2.043
H -0.792 6.804 -0.549
N 2.104 -3.276 -0.100
H 0.285 -5.892 -2.968
H -2.402 -0.444 -1.578
H 1.194 0.847 -0.039
C -0.288 1.088 -1.602
H 1.862 1.143 -1.639
C -0.644 5.737 -0.344
H -0.261 5.296 -1.258
C 0.403 5.602 0.768
C 0.388 -2.098 1.387

=====

94
Properties=species:S:1:pos:R:3 method="wB97M-V/def2-TZVPD" multiplicity=2 lumo_ev="-1.694 / -1.094" orbital_gap_ev="6.88 / 7.49" homo_ev="-8.57 / -8.59" s_squared=0.760
C 4.562 -0.073 3.056
H -4.093 4.145 1.033
C 3.515 0.565 -3.682
F -7.190 -1.120 -1.958
Sb -0.982 -0.861 -1.241
H -3.157 -3.061 -2.105
C 2.774 0.408 1.526
H 5.284 4.789 -0.558
C 2.724 5.337 1.577
C -5.250 0.148 -1.586
C 2.311 0.982 -1.190
N -3.279 2.768 4.566
H 0.972 2.278 -2.264
H 1.494 -1.256 1.055
F 0.891 -2.468 -6.993
O 1.122 -0.636 4.675
H -0.991 -2.215 4.762
O 0.666 1.115 3.338
C 2.413 1.400 -3.568
C -5.120 -2.223 -2.047
H 2.318 6.078 2.252
H -5.856 1.037 -1.470
C 0.444 -3.441 -0.328
C 3.400 0.118 -1.320
H 1.266 -3.005 -0.886
C -2.592 -0.294 1.897
C 2.083 4.121 1.420
N -3.896 3.342 3.515
C 4.383 4.603 0.010
C -2.431 3.289 0.207
C 0.467 -2.163 -5.750
H 4.178 1.872 2.237
C -5.849 -1.064 -1.860
C 3.074 -1.831 2.379
C -0.828 -0.677 3.317
C 3.867 0.835 2.265
C 4.171 -1.400 3.114
Cl 0.595 3.900 2.317
H 4.138 2.635 -0.778
C 3.886 5.576 0.864
H 2.428 -2.340 -4.924
C -3.096 -0.968 -1.611
H -2.344 -1.349 -4.105
H -2.415 -5.082 1.666
C 3.998 -0.084 -2.558
Cr -0.391 1.774 1.919
N -1.985 2.479 2.887
C -0.401 -1.527 -3.201
H 4.704 -2.095 3.749
C -1.487 -1.716 3.941
C -0.808 -2.822 -0.325
H 1.671 -1.744 -2.651
C -3.073 3.142 2.509
H 4.854 -0.744 -2.631
H -2.811 -2.974 0.436
N -2.157 2.249 4.216
H 2.750 -2.863 2.428
C -1.829 -3.423 0.406
C 1.386 -2.129 -4.723
N -3.312 3.538 1.212
H -3.391 1.140 -1.265
H -1.556 -1.916 -6.386
C 0.443 -0.077 3.858
C -0.869 -1.885 -5.550
N -1.329 2.520 0.345
H 4.399 6.522 0.979
H -2.999 0.301 1.091
C 2.374 -0.927 1.601
H 3.806 -0.388 -0.456
C -3.866 0.184 -1.459
H 3.995 0.422 -4.642
N -2.543 3.757 -1.019
C 0.943 -1.798 -3.451
C -0.371 -5.188 1.061
N -1.456 3.279 -1.662
N -1.349 -0.002 2.290
C 1.816 1.612 -2.335
N -0.735 2.571 -0.885
C 2.563 3.114 0.596
C -1.622 -4.610 1.099
H 5.413 0.265 3.634
P 1.719 1.479 0.492
C 0.674 -4.625 0.359
H 1.644 -5.104 0.360
H -3.327 -2.817 4.012
C -1.296 -1.565 -4.268
H -4.351 -1.463 2.164
F -0.161 -6.337 1.734
C -2.770 -2.027 3.526
C 3.731 3.387 -0.117
C -3.337 -1.287 2.498
H -5.634 -3.149 -2.272
H 2.017 1.902 -4.441
C -3.739 -2.164 -1.931

=====

37
Properties=species:S:1:pos:R:3 method="wB97M-V/def2-TZVPD" lumo_ev=-0.460 orbital_gap_ev=8.65 homo_ev=-9.11
H 2.548 3.447 -1.012
C 1.865 -0.046 0.431
C 2.536 1.373 0.058
H -2.583 0.586 -1.432
C -3.245 0.930 -0.642
H -3.811 1.533 -0.955
H -2.788 -1.992 1.716
N 0.573 0.999 -1.151
N 2.237 -0.863 1.456
N -1.500 -0.925 0.319
H -1.958 -2.969 0.359
H 2.336 1.472 -3.467
H -2.966 2.054 1.158
C -2.303 1.477 0.517
C 1.998 2.814 -2.008
H -5.176 -0.104 -0.971
O -0.026 -2.196 -0.994
H -1.652 2.094 -0.079
C -1.696 0.188 1.371
H -4.587 -0.191 0.820
H -4.336 -2.478 -0.346
C 0.700 -0.074 -0.314
C 2.884 2.420 -2.874
O 3.309 -0.728 2.038
C -3.592 -1.628 -0.306
C -4.272 -0.434 -0.200
C -0.266 -1.231 -0.129
H 3.466 1.613 0.287
O 1.339 -1.483 1.902
H 1.098 3.050 -2.275
H -0.730 0.477 1.757
H 3.748 1.957 -2.571
H -3.167 -2.052 -1.511
H 3.077 3.220 -3.623
C -2.349 -1.919 0.705
H -2.329 -0.117 2.003
N 1.768 1.787 -0.956

=====

17
Properties=species:S:1:pos:R:3 method="wB97M-V/def2-TZVPD" lumo_ev="0.312 / 0.312" orbital_gap_ev="8.05 / 8.05" homo_ev="-7.74 / -7.74"
C 0.978 -0.929 1.038
H -0.580 -1.245 -1.134
C -1.882 -0.712 1.342
C -1.020 -0.308 -1.454
C 0.776 1.139 -0.411
O -0.129 -0.791 1.550
H -2.049 0.352 1.082
C -0.504 0.879 -1.161
H -2.055 -0.778 2.429
C 1.580 -0.105 -0.062
H 1.404 1.803 -1.015
H 1.724 -0.739 -0.949
H 2.607 0.135 0.253
H -1.958 -0.396 -1.989
H 1.612 -1.747 1.426
H 0.553 1.678 0.519
H -1.057 1.766 -1.465

=====

108
Properties=species:S:1:pos:R:3 method="wB97M-V/def2-TZVPD" multiplicity=2 lumo_ev="4.115 / 3.949" orbital_gap_ev="5.33 / 5.18" charge=-2 homo_ev="-1.22 / -1.23" s_squared=0.754
H 0.415 -1.700 4.915
Si -2.179 -3.708 -0.399
C 4.030 4.890 0.992
H -2.319 -3.582 4.015
C 2.413 5.833 2.579
C -3.629 -4.539 0.541
C 4.312 -0.346 0.511
H 6.398 -0.217 0.041
Br -2.669 4.375 -4.675
H -4.307 1.797 1.016
N 2.733 4.807 1.621
C -1.666 -0.421 -2.572
C -4.019 -1.049 2.939
H -0.801 -4.298 4.582
H 1.906 -2.638 1.783
H -3.514 0.019 -6.002
C 4.920 1.318 2.661
H -4.437 1.044 -3.937
Br -1.946 4.022 -1.432
H 4.123 5.821 0.424
C 5.944 0.932 1.781
H 4.836 4.852 1.737
C 2.837 -2.900 -1.748
H 2.191 -3.655 -1.287
H -3.295 -0.725 3.692
O 0.156 1.950 -1.027
H 0.783 -0.623 3.553
N 0.872 3.500 2.214
H 5.155 1.974 3.494
C 1.293 -3.416 2.248
C -1.141 -0.987 -3.770
C -0.945 3.106 -2.760
C 4.080 -1.338 -0.513
H 4.984 -1.788 -0.960
Si -3.432 -0.562 1.183
C -3.329 1.337 1.178
H 6.962 1.267 1.939
H -3.526 -2.771 -2.311
O 2.328 2.818 0.604
H 2.822 -1.653 -3.483
C -0.002 2.356 1.964
H 0.393 6.141 1.933
C -1.829 -0.817 -4.978
H -2.925 1.722 2.117
C 0.883 1.556 -3.253
C 0.920 5.851 2.845
H -3.240 -4.502 -2.542
H -5.609 -0.149 -0.015
C -2.789 -3.569 -2.193
C 2.194 -2.445 -3.053
H -0.745 2.308 2.760
H 1.831 -3.813 3.113
H 4.127 4.042 0.320
H 2.166 -3.283 -3.765
C 3.630 0.899 2.477
C 0.025 -1.283 3.982
H 0.570 1.430 1.943
C 3.238 0.082 1.368
O 1.839 0.797 -2.843
C -3.014 -0.120 -5.052
H -5.479 -1.853 0.434
H -3.409 -4.619 1.609
N 0.877 -1.905 -2.797
H 2.738 6.799 2.176
H 1.173 -4.221 1.519
H -4.116 -2.136 3.018
C 0.499 4.447 3.240
C -0.466 2.598 -5.051
C -4.919 -0.993 0.056
H 0.498 -1.918 -4.815
H -2.666 1.682 0.380
H -1.183 -5.941 -1.040
H -1.951 -3.325 -2.849
N 2.934 -1.793 -0.830
H -0.575 -5.419 0.537
C -3.528 0.456 -3.886
H -1.385 -1.224 -5.882
H -0.583 4.402 3.371
C 1.986 3.641 1.433
Sr 1.116 -0.048 -0.917
C 0.016 2.209 -2.272
H -0.860 -0.683 4.211
H -4.582 -1.230 -0.956
C 0.590 1.786 -4.600
H 0.685 6.569 3.634
O 2.024 -0.266 1.193
H -4.549 -3.959 0.439
H 3.818 -3.358 -1.964
H -4.987 -0.602 3.183
C -1.227 3.278 -4.123
C -1.352 -3.977 3.693
Br -0.851 2.737 -6.903
H 2.848 1.219 3.157
H 2.958 5.678 3.525
C 0.144 -1.652 -3.808
C -0.844 -5.075 -0.466
H -1.541 -4.859 3.076
Ge -1.352 -1.703 0.663
H 0.063 -4.690 -0.940
C 5.621 0.104 0.731
O -1.057 -0.530 -1.431
H 0.969 4.185 4.201
C -2.873 0.311 -2.686
H -3.819 -5.545 0.158
Si -0.375 -2.646 2.718
H -0.495 2.455 0.994
H -3.244 0.785 -1.784
Br 1.706 0.878 -5.848

=====

19
Properties=species:S:1:pos:R:3 method="wB97M-V/def2-TZVPD" lumo_ev=0.277 orbital_gap_ev=9.62 smiles=CN.O.O.O.O homo_ev=-9.35
H -0.786 1.425 0.165
H -2.005 2.500 -0.138
O -3.140 -0.420 0.065
H 0.789 1.710 -0.803
H 1.962 0.732 -2.549
H 1.374 0.656 0.359
O -0.182 -3.285 -0.466
H 2.958 0.011 -1.176
O 0.542 -0.111 2.060
C 1.962 0.198 -1.584
N 1.566 1.143 -0.498
H 1.293 -0.638 -1.650
H -0.537 -3.132 0.412
H 0.126 -2.484 -0.891
H 0.133 0.673 2.432
O -1.481 2.009 0.498
H 1.307 -0.346 2.593
H -3.209 -1.011 0.821
H -2.671 0.371 0.350

=====

49
Properties=species:S:1:pos:R:3 method="wB97M-V/def2-TZVPD" multiplicity=3 lumo_ev="-6.597 / -6.834" orbital_gap_ev="4.96 / 4.71" charge=+1 homo_ev="-11.55 / -11.55" s_squared=2.357
C 2.042 6.364 1.531
C 0.941 4.238 1.369
C -1.683 3.458 -1.308
H -3.479 5.920 -2.824
F -0.153 1.834 4.649
H 2.485 7.325 -0.334
Se -1.849 -0.892 -0.016
C 0.256 1.104 -2.982
O 0.060 1.600 -0.015
Se 1.820 -1.012 0.026
C 0.865 3.419 -3.677
H 0.771 0.682 -3.853
C -1.969 4.613 -2.044
H -2.569 1.859 -0.175
H 1.330 4.372 -3.424
C -4.330 4.298 -1.708
H 0.264 0.345 -2.191
Tc 0.036 0.125 1.058
H 1.394 3.035 -4.556
H 2.465 7.160 2.131
F -1.129 1.070 2.670
H -0.168 3.608 -3.976
C 1.512 5.439 -0.626
F -0.068 -0.955 2.815
H 2.501 1.373 -1.385
H -5.350 4.624 -1.861
P -0.116 0.482 3.910
F 1.094 1.003 2.857
H 1.532 5.540 -1.703
H 2.962 1.751 -3.048
C 0.945 2.401 -2.532
H 1.464 5.179 3.225
C -2.757 2.747 -0.767
H -4.889 2.595 -0.529
C -3.278 5.026 -2.248
C 2.414 2.127 -2.176
C -4.070 3.158 -0.962
Te -1.183 -2.579 -1.700
F -1.343 -0.166 4.596
C 1.483 5.253 2.145
Si 0.080 2.978 -0.983
Se 1.270 -2.422 -1.722
F 0.944 -0.217 4.794
C 2.054 6.457 0.146
H -0.785 1.283 -3.267
H -1.163 5.211 -2.457
H 0.492 3.385 1.866
C 0.947 4.308 -0.029
H 2.925 3.027 -1.827

=====

28
Properties=species:S:1:pos:R:3 method="wB97M-V/def2-TZVPD" lumo_ev="-4.408 / -4.406" orbital_gap_ev="7.19 / 7.20" charge=+1 homo_ev="-11.60 / -11.60"
H -2.098 -1.514 -1.760
H 0.840 -1.870 3.573
C -0.825 0.804 -1.650
H -0.996 1.645 -3.908
H 2.398 -2.358 2.829
N -1.056 -2.309 1.373
H -3.483 -0.662 -2.844
C 2.829 0.537 2.265
N 1.682 -0.343 2.403
H -2.856 1.966 -3.479
C -2.744 -0.624 -2.040
H -0.350 1.668 -1.890
C 0.373 0.463 0.379
C 1.960 -1.499 3.239
H -2.311 0.330 -4.348
N -1.789 0.379 -2.458
C 1.090 1.636 0.189
C -0.243 -1.486 1.470
C 0.685 -0.474 1.497
H -0.988 -0.816 -0.273
N -0.558 0.078 -0.553
H 3.688 0.036 2.551
H 2.454 -1.329 4.227
H 2.826 1.260 3.010
N 1.528 2.639 -0.174
H 3.209 0.897 1.337
C -2.008 1.173 -3.703
H -3.258 -0.226 -1.264

=====

14
Properties=species:S:1:pos:R:3 method="wB97M-V/def2-TZVPD" lumo_ev=0.753 orbital_gap_ev=8.78 smiles="ONC1=C(O)CC1" homo_ev=-8.03
H 1.060 1.080 -1.658
H 0.319 -2.228 -0.280
C 0.317 -0.046 -0.305
C -1.389 -0.980 0.433
H 0.028 1.857 1.362
C -0.294 -1.385 -0.608
C -0.589 0.276 0.614
H 2.666 1.870 0.027
O -0.745 1.281 1.493
O 1.715 1.701 0.089
H -0.668 -1.581 -1.620
H -2.376 -0.821 -0.003
N 1.445 0.625 -0.834
H -1.490 -1.649 1.291

=====

Strongest force on any atom / eV/Å: 1.50; 0.85; 14.35; 0.48; 1.96; 2.34; 1.93; 6.12; 0.61